No. 1
Here is C33H35NO6STeW as an isolated structure from the OMol25 dataset. Energies are from ωB97M-V/def2-TZVPD.

Calculated values
Expectation value of S²: 0.760
E_LUMO (spin up / spin down), eV: 2.14 / 1.89
2S+1: 2
Total charge: -1
Molecular weight, g/mol: 885.15
Energy relative to the best compared isomer or geometry (same formula, charge and spin), eV: 1.007

The geometry in XYZ format:
```
78
Properties=species:S:1:pos:R:3:forces:R:3
W 0.4066 1.2742 -0.5935 -2.860 -0.118 1.860
O 4.4276 1.9771 -0.7477 0.202 -0.042 0.118
C 3.2984 2.3197 -0.9838 -0.305 0.163 -0.014
O 2.2389 1.9128 -0.3150 1.202 0.131 0.061
C 2.9426 3.3251 -2.0629 -0.216 -0.148 -0.068
C 1.7765 4.2132 -1.5951 0.026 0.117 -0.110
C 1.6271 5.4042 -2.5404 -0.010 0.027 -0.047
C 0.9759 4.7362 -3.7765 0.020 0.025 0.012
C 0.9006 3.2778 -3.3380 0.075 0.073 -0.061
O 0.6212 3.4076 -1.9203 -0.038 0.033 -0.018
C 2.2947 2.6326 -3.3229 -0.037 0.042 0.254
C 2.1462 1.1289 -3.1431 -0.316 0.279 0.156
O 2.8407 0.3336 -3.7159 0.141 -0.255 -0.178
O 1.1445 0.7920 -2.3456 0.469 -0.309 -0.896
H 3.8407 3.8881 -2.3008 0.009 0.027 -0.137
H 1.7688 4.4543 -0.5380 -0.044 -0.094 0.093
H 2.5951 5.8559 -2.7583 -0.007 0.030 0.004
H 0.9815 6.1664 -2.1057 -0.006 -0.022 -0.006
H 1.5550 4.8542 -4.6929 0.006 0.007 0.012
H -0.0294 5.1177 -3.9510 0.018 0.015 -0.012
H 0.1203 2.6858 -3.8005 0.000 -0.023 0.078
H 2.8635 2.8020 -4.2331 0.056 0.073 0.001
S -0.1782 2.8527 1.0700 0.251 -0.470 -0.650
C -1.4996 -3.3171 6.7006 0.020 0.044 -0.043
C -1.4305 -2.4578 5.4638 -0.013 0.003 0.007
C -1.5770 -1.0799 5.5359 -0.010 0.009 0.013
C -1.5369 -0.2770 4.3970 -0.020 0.084 0.038
C -1.7084 1.2164 4.5475 0.032 -0.109 -0.017
C -1.3545 -0.8771 3.1447 0.573 0.306 -0.059
Te -1.4704 0.3399 1.3546 -1.100 -0.103 0.924
N -1.2987 1.0188 -1.3033 1.301 0.353 -0.942
C -1.9993 1.0418 -2.4817 0.064 -0.239 0.488
O -1.6396 1.6535 -3.4725 0.165 0.418 -0.366
C -3.2745 0.2394 -2.5911 0.005 -0.179 0.170
C -3.8814 0.1489 -3.8411 -0.019 -0.016 -0.034
C -5.0231 -0.6179 -4.0177 0.041 0.079 -0.023
C -5.5770 -1.3007 -2.9421 0.019 -0.042 -0.009
C -4.9874 -1.2025 -1.6917 0.056 0.060 0.083
C -3.8425 -0.4328 -1.5172 -0.076 -0.032 -0.033
C 1.1582 -0.6537 0.0602 0.771 -0.217 -1.042
C 1.0562 -1.7436 -0.8340 -0.227 0.091 0.089
C -0.1081 -1.8963 -1.7828 0.087 -0.030 -0.058
C 2.0201 -2.7472 -0.8401 -0.079 -0.050 0.003
C 3.1057 -2.7207 0.0153 0.112 -0.135 0.039
C 4.2317 -3.7163 -0.1035 -0.059 0.063 0.007
C 3.1330 -1.7289 0.9826 0.016 -0.065 0.086
C 2.1796 -0.7213 1.0348 -0.334 0.172 0.175
C 2.2265 0.2256 2.2081 0.116 -0.028 -0.030
C -1.1929 -2.2656 3.0522 0.012 -0.122 -0.126
C -0.9734 -2.9614 1.7296 0.012 0.019 0.177
C -1.2363 -3.0313 4.2139 -0.025 0.004 0.002
H -1.5584 -2.7044 7.6011 0.002 -0.019 -0.016
H -0.6214 -3.9609 6.7836 -0.017 0.007 0.000
H -2.3797 -3.9640 6.6744 0.015 0.000 0.018
H -1.7232 -0.6116 6.5060 0.001 -0.014 -0.045
H -1.7600 1.4971 5.6015 0.005 -0.029 -0.035
H -2.6238 1.5495 4.0523 0.029 0.018 0.015
H -0.8874 1.7596 4.0759 -0.013 -0.008 0.013
H -3.4305 0.6917 -4.6603 -0.014 -0.039 -0.038
H -5.4835 -0.6851 -4.9960 0.017 0.002 -0.001
H -6.4602 -1.9133 -3.0814 0.001 0.037 0.005
H -5.4167 -1.7235 -0.8439 0.017 0.011 -0.020
H -3.3924 -0.3457 -0.5407 0.074 -0.038 0.091
H -1.0465 -1.6424 -1.2877 -0.029 -0.001 0.002
H -0.1690 -2.9272 -2.1377 -0.004 0.015 0.031
H -0.0059 -1.2474 -2.6520 -0.014 0.037 -0.006
H 1.9324 -3.5503 -1.5664 -0.010 0.023 0.002
H 3.9960 -4.4932 -0.8321 -0.004 0.003 0.031
H 4.4506 -4.1940 0.8542 -0.006 0.002 -0.016
H 5.1425 -3.2113 -0.4361 -0.011 -0.040 0.010
H 3.9421 -1.7192 1.7081 -0.043 0.019 0.007
H 3.1965 0.1714 2.7063 -0.031 -0.016 -0.005
H 1.4557 -0.0612 2.9313 -0.007 0.014 0.012
H 2.0445 1.2564 1.9286 -0.021 0.087 0.004
H -1.6396 -2.5607 0.9645 0.019 -0.030 -0.034
H -1.1568 -4.0338 1.8236 0.026 0.037 0.010
H 0.0501 -2.8154 1.3762 -0.045 0.006 -0.002
H -1.1134 -4.1083 4.1362 -0.010 0.020 -0.005
```
Positions in Å, forces in eV/Å.

---

No. 2
Here is C33H36BCl5N4O4V as an isolated structure from the OMol25 dataset. Energies are from ωB97M-V/def2-TZVPD.

Calculated values
Expectation value of S²: 2.030
E_LUMO (spin up / spin down), eV: 2.37 / 2.11
2S+1: 3
Total charge: -1
Molecular weight, g/mol: 791.70

The geometry in XYZ format:
```
84
Properties=species:S:1:pos:R:3:forces:R:3
V -0.4604 0.0763 2.1791 0.404 -1.445 -0.954
Cl -0.0937 -0.8914 5.0752 0.101 -0.042 0.023
C 1.4306 -0.4672 4.3266 -0.006 -0.023 -0.009
C 1.4373 -0.1942 2.9564 0.947 0.320 0.701
C 2.6508 0.3184 2.4879 -0.088 -0.065 -0.036
Cl 2.7508 0.9562 0.8717 -0.256 -0.147 0.470
C 3.7968 0.4238 3.2754 0.036 -0.016 -0.143
Cl 5.2825 1.0088 2.6084 -0.042 -0.032 0.049
C 3.7418 0.0768 4.6220 0.072 0.062 0.008
Cl 5.1498 0.2056 5.6116 -0.038 -0.013 -0.005
C 2.5346 -0.3341 5.1683 -0.084 -0.170 0.050
Cl 2.4177 -0.6596 6.8641 0.039 -0.003 -0.140
O -2.7170 -3.1813 3.2869 0.219 0.132 -0.135
C -1.9865 -2.4007 2.7843 0.410 0.517 -0.438
N -1.2277 -1.6239 2.2588 -1.443 -2.089 0.521
O -2.2986 1.2195 2.3210 1.277 0.389 0.490
N -1.2293 1.7287 2.8720 -0.828 1.655 1.168
O -1.1430 2.0678 4.0694 -0.168 -0.266 -1.564
O -0.1752 1.9105 2.0184 -0.792 1.175 0.528
C -5.1171 -0.3510 0.4834 0.018 0.067 -0.110
C -4.1650 -0.0392 -0.6809 -0.083 0.140 0.186
C -4.8850 -0.2237 -2.0173 -0.047 -0.035 -0.096
C -3.5685 1.3583 -0.5930 -0.049 -0.098 0.026
C -4.4030 2.4606 -0.4456 0.007 0.106 0.037
C -3.8809 3.7453 -0.3841 0.082 -0.040 -0.017
C -2.5131 3.9428 -0.5194 -0.111 0.021 0.062
C -1.6495 2.8650 -0.6886 0.061 0.160 -0.052
C -0.1753 3.0995 -0.9636 -0.005 0.169 0.128
C 0.4628 4.0978 0.0036 -0.031 0.109 0.076
C 0.0185 3.5510 -2.4148 0.038 -0.024 -0.063
C -2.1888 1.5776 -0.6865 0.094 -0.270 0.059
N -1.3010 0.4691 -0.8557 -0.023 -0.393 -0.249
B -0.3190 -0.1646 0.0345 -0.172 -0.254 -1.107
N 0.3245 -1.1335 -0.8891 -0.026 0.045 -0.016
C -0.3194 -1.0824 -2.1378 0.204 -0.049 0.296
C -1.2667 -0.1383 -2.1245 -0.084 0.199 0.269
C 1.6177 -1.7744 -0.8675 -0.093 0.152 0.013
C 1.8359 -3.0369 -0.2976 -0.039 -0.058 -0.067
C 3.1455 -3.5306 -0.2736 0.046 -0.008 -0.020
C 4.2042 -2.8386 -0.8219 -0.045 0.076 -0.028
C 3.9583 -1.6364 -1.4711 0.108 -0.047 0.027
C 2.6826 -1.0979 -1.5174 -0.050 0.013 -0.130
C 2.4680 0.1610 -2.3603 0.084 -0.020 0.061
C 2.4169 -0.2168 -3.8504 0.002 -0.006 -0.008
C 3.5493 1.2402 -2.1856 -0.015 -0.030 0.010
C 0.8013 -4.0071 0.2753 -0.109 0.282 0.182
C 0.9157 -4.0403 1.8124 -0.017 -0.173 -0.124
C -0.6456 -3.8534 -0.2033 0.056 -0.106 -0.034
H -5.4031 -1.4074 0.4644 0.012 0.094 -0.019
H -6.0346 0.2457 0.4175 0.100 -0.062 0.012
H -4.6457 -0.1420 1.4425 0.051 0.004 0.038
H -3.3469 -0.7540 -0.6353 0.107 -0.050 0.029
H -5.7407 0.4569 -2.0884 0.064 -0.056 -0.010
H -5.2548 -1.2496 -2.1179 0.013 0.087 0.005
H -4.2207 -0.0156 -2.8609 -0.077 -0.028 0.062
H -5.4769 2.3139 -0.3618 0.115 0.006 0.006
H -4.5398 4.5944 -0.2347 0.033 -0.050 -0.035
H -2.1104 4.9514 -0.4918 -0.042 -0.087 -0.017
H 0.3381 2.1492 -0.8424 0.049 -0.048 0.076
H 0.1069 5.1176 -0.1820 0.041 -0.058 -0.013
H 1.5499 4.0959 -0.1228 -0.067 0.028 -0.010
H 0.2410 3.8353 1.0410 0.080 0.081 -0.227
H -0.4981 4.5006 -2.5896 0.041 -0.048 -0.018
H -0.3844 2.8117 -3.1145 0.041 0.054 0.048
H 1.0838 3.6937 -2.6379 -0.144 -0.020 0.040
H -0.0421 -1.7464 -2.9423 0.020 0.055 0.077
H -1.9369 0.1624 -2.9186 0.075 -0.024 0.137
H 3.3187 -4.5047 0.1763 -0.016 0.075 -0.015
H 5.2093 -3.2418 -0.7717 -0.037 0.009 -0.017
H 4.7796 -1.1045 -1.9431 -0.090 -0.071 0.043
H 1.5066 0.5977 -2.0895 -0.002 0.024 0.047
H 3.3915 -0.6062 -4.1673 -0.092 0.045 0.016
H 2.1806 0.6619 -4.4621 0.039 -0.094 0.078
H 1.6695 -0.9847 -4.0550 0.051 0.067 0.019
H 4.5050 0.9215 -2.6156 -0.089 0.032 0.025
H 3.7268 1.5006 -1.1409 0.046 -0.006 -0.303
H 3.2406 2.1480 -2.7142 0.032 -0.078 0.019
H 1.1261 -4.9861 -0.0843 0.061 -0.092 -0.029
H 0.7999 -3.0442 2.2285 -0.042 0.088 0.038
H 1.8946 -4.4240 2.1203 -0.108 0.050 -0.051
H 0.1431 -4.6866 2.2464 0.088 0.079 -0.064
H -1.1121 -2.9467 0.1678 -0.001 0.028 0.004
H -1.2260 -4.7097 0.1610 0.065 0.093 -0.046
H -0.7032 -3.8471 -1.2984 0.023 0.010 0.155
```
Positions in Å, forces in eV/Å.

---

No. 3
Here is C33H36Cl2GeIrN2O4SSi as an isolated structure from the OMol25 dataset. Energies are from ωB97M-V/def2-TZVPD.

Calculated values
Expectation value of S²: 8.766
E_LUMO (spin up / spin down), eV: 4.23 / 4.23
2S+1: 6
Total charge: -2
Molecular weight, g/mol: 920.55
Energy relative to the best compared isomer or geometry (same formula, charge and spin), eV: 0.363

The geometry in XYZ format:
```
81
Properties=species:S:1:pos:R:3:forces:R:3
Ir 0.3637 0.0270 0.6645 0.171 0.055 -0.045
C -4.3245 0.2032 1.2929 -0.026 0.002 0.020
C -2.9479 0.2403 1.9469 -0.012 -0.037 0.003
C -3.0275 0.7494 3.3818 0.047 -0.015 0.005
O -2.1656 1.1263 1.1556 -0.091 0.012 0.005
C -2.3985 -1.2209 1.9536 0.023 0.031 -0.059
O -3.0535 -2.0352 2.6198 0.031 0.002 0.012
O -1.3634 -1.4763 1.2670 -0.026 -0.015 -0.025
H -4.7711 1.2009 1.3142 0.004 0.001 0.006
H -4.9652 -0.5069 1.8138 -0.004 -0.003 -0.008
H -4.2213 -0.1064 0.2511 -0.004 0.002 0.001
H -3.4682 1.7504 3.3990 -0.006 0.003 0.001
H -2.0254 0.8017 3.8202 -0.039 0.011 0.011
H -3.6263 0.0678 3.9837 -0.005 -0.003 0.000
H -1.5436 1.6248 1.7100 0.034 0.022 -0.048
C -0.4482 4.3538 4.9246 -0.005 0.009 -0.007
Si 1.0454 3.2898 5.3122 -0.023 0.016 0.009
C 2.6107 4.0756 4.6525 0.017 0.004 -0.007
C 1.2029 3.2249 7.1937 0.003 -0.012 0.006
C 0.8240 1.5375 4.7024 0.008 -0.006 -0.017
C 0.7650 0.4578 5.5762 0.004 0.000 -0.003
C 0.5760 -0.8409 5.1154 0.000 0.002 0.014
C 0.4550 -1.0316 3.7519 0.011 -0.015 -0.013
N 0.5192 -0.0182 2.8954 -0.021 0.003 0.031
C 0.6886 1.2465 3.3259 0.005 -0.011 -0.010
S 0.6737 2.4073 2.0364 0.003 -0.005 0.005
H -0.3209 5.3638 5.3255 0.002 -0.001 0.000
H -1.3510 3.9223 5.3642 0.001 -0.003 -0.001
H -0.5933 4.4173 3.8457 -0.003 -0.002 0.008
H 2.7456 5.0792 5.0669 -0.004 -0.003 -0.004
H 2.5694 4.1426 3.5654 0.002 0.000 -0.001
H 3.4830 3.4742 4.9192 0.000 0.003 0.002
H 1.3344 4.2364 7.5880 0.002 -0.001 -0.003
H 2.0655 2.6307 7.5059 -0.003 0.003 0.003
H 0.3109 2.7994 7.6604 0.003 0.002 0.000
H 0.8613 0.6283 6.6439 -0.005 -0.004 0.001
H 0.5148 -1.6808 5.7933 -0.002 -0.003 -0.004
H 0.2844 -2.0049 3.3076 -0.002 0.005 0.001
O 4.8810 -0.2270 0.7300 -0.009 -0.016 -0.064
C 3.7102 -0.5102 0.7761 -0.007 0.059 0.080
N 2.5629 -0.8117 0.8274 -0.082 -0.069 -0.058
Cl 3.1278 -5.0078 -0.6584 0.015 -0.015 0.005
C 2.0361 -3.5932 -0.7754 -0.029 0.038 0.000
Cl 0.5906 -3.7708 0.2083 -0.028 -0.051 0.020
H 1.7452 -3.5005 -1.8148 0.006 0.015 -0.010
H 2.5616 -2.7161 -0.4108 0.040 0.006 -0.009
C 0.1839 0.1724 -1.2925 0.045 0.007 0.083
Ge 0.1048 -0.4929 -3.0400 -0.051 0.007 -0.024
C -1.3044 -1.8676 -3.2075 0.020 -0.017 0.013
C -1.7471 -2.3668 -4.4330 -0.004 0.017 0.001
C -2.7463 -3.3298 -4.4954 -0.005 -0.005 0.002
C -3.3235 -3.8043 -3.3236 -0.002 -0.002 -0.001
C -2.9022 -3.3090 -2.0972 0.014 -0.006 0.001
C -1.9007 -2.3464 -2.0396 0.021 -0.020 -0.011
C 1.8508 -1.2609 -3.5652 -0.009 -0.029 0.054
C 2.0358 -2.1125 -4.6542 0.008 -0.004 0.015
C 3.2830 -2.6617 -4.9281 -0.004 0.002 -0.004
C 4.3674 -2.3647 -4.1116 0.005 0.001 0.008
C 4.2013 -1.5176 -3.0238 -0.003 0.005 -0.005
C 2.9515 -0.9713 -2.7572 -0.013 -0.017 0.013
C -0.3279 0.7861 -4.4909 -0.004 0.021 0.009
C 0.6239 1.2064 -5.4181 -0.023 0.004 -0.002
C 0.2969 2.1004 -6.4323 0.004 0.002 0.003
C -0.9965 2.5916 -6.5352 0.004 -0.001 0.004
C -1.9582 2.1855 -5.6180 -0.001 0.000 0.004
C -1.6232 1.2925 -4.6095 0.007 -0.002 -0.007
H -1.3202 -1.9874 -5.3572 0.004 0.003 0.000
H -3.0782 -3.7073 -5.4568 0.001 0.001 0.000
H -4.1030 -4.5569 -3.3687 -0.002 0.002 -0.001
H -3.3448 -3.6688 -1.1758 -0.003 0.005 -0.002
H -1.5820 -1.9644 -1.0741 -0.011 0.006 0.008
H 1.1945 -2.3681 -5.2911 -0.004 0.003 0.001
H 3.4069 -3.3324 -5.7715 -0.001 0.001 0.000
H 5.3366 -2.8057 -4.3151 -0.001 0.000 0.001
H 5.0308 -1.2933 -2.3634 0.002 -0.007 -0.002
H 2.8113 -0.3452 -1.8812 0.006 0.004 -0.010
H 1.6378 0.8275 -5.3479 0.007 0.000 -0.004
H 1.0545 2.4147 -7.1418 0.000 -0.002 0.002
H -1.2548 3.2893 -7.3238 0.000 0.000 -0.001
H -2.9705 2.5671 -5.6890 0.000 0.000 0.002
H -2.3817 0.9813 -3.8985 -0.003 0.004 -0.004
```
Positions in Å, forces in eV/Å.